The following is a DFT calculation (the ωB97M-V functional and the def2-TZVPD basis) of one molecule with the formula C23H26N2O5S.

Cartesian coordinates (Å):
C: -4.61 -1.30 -3.40
H: -4.98 -2.25 -3.01
H: -5.43 -0.75 -3.86
H: -3.81 -1.46 -4.12
O: -4.04 -0.53 -2.34
C: -4.83 -0.29 -1.30
O: -5.96 -0.70 -1.20
C: -4.13 0.55 -0.24
N: -2.70 0.56 -0.41
C: -2.01 1.72 -0.48
O: -2.55 2.81 -0.54
C: -0.53 1.57 -0.45
C: 0.22 2.71 -0.43
C: 1.63 2.68 -0.34
C: 2.26 1.45 -0.28
N: 1.52 0.33 -0.29
C: 0.12 0.28 -0.38
O: -0.42 -0.82 -0.38
C: 2.15 -0.96 -0.20
C: 2.50 -1.47 1.04
C: 3.09 -2.72 1.13
C: 3.33 -3.47 -0.01
C: 2.97 -2.95 -1.25
C: 2.38 -1.70 -1.35
H: 2.09 -1.30 -2.31
H: 3.15 -3.52 -2.15
C: 3.95 -4.83 0.08
H: 3.16 -5.58 0.14
H: 4.56 -4.92 0.98
H: 4.56 -5.04 -0.79
H: 3.35 -3.11 2.10
H: 2.29 -0.89 1.93
C: 3.75 1.33 -0.19
C: 4.42 2.57 -0.77
C: 3.87 3.82 -0.09
C: 2.38 3.95 -0.29
O: 1.83 5.03 -0.38
H: 4.36 4.73 -0.46
H: 4.05 3.77 0.99
H: 5.50 2.51 -0.62
H: 4.23 2.63 -1.84
H: 4.08 0.44 -0.72
H: 4.03 1.21 0.86
H: -0.28 3.67 -0.48
H: -2.18 -0.30 -0.35
H: -4.46 1.59 -0.38
C: -4.54 0.08 1.16
C: -3.95 0.95 2.26
H: -4.51 0.84 3.19
H: -3.95 2.00 1.97
S: -2.21 0.58 2.66
C: -2.44 -0.94 3.63
H: -2.85 -1.73 3.00
H: -3.09 -0.74 4.47
H: -1.46 -1.24 3.98
H: -5.63 0.10 1.22
H: -4.22 -0.96 1.30

As for the HOMO energy: -8.19 eV. As for the relative energy (zero: lowest compared OMol25 entry of this formula, charge and spin): 0.0000 eV. The calculation puts the total energy at -48327.8948 eV.

---

The following is a DFT calculation (the ωB97M-V functional and the def2-TZVPD basis) of a 2-piece molecular cluster, C23H26N3 overall at a distorted geometry.

Cartesian coordinates (Å):
C: 0.56 -3.78 -0.19
C: 0.45 -2.33 0.25
N: -0.85 -1.73 -0.02
C: -1.86 -2.51 0.00
C: -3.31 -2.03 -0.04
C: -4.12 -3.30 0.23
C: -3.14 -4.47 0.29
N: -1.84 -3.86 0.10
C: -0.63 -4.61 0.25
H: 0.66 -3.81 -1.28
H: 1.46 -4.21 0.24
H: 0.66 -2.29 1.33
H: 1.18 -1.70 -0.27
H: -3.45 -1.25 0.71
H: -3.53 -1.59 -1.02
H: -4.63 -3.23 1.19
H: -4.86 -3.45 -0.56
H: -3.18 -5.01 1.25
H: -3.34 -5.21 -0.50
H: -0.69 -5.54 -0.33
H: -0.49 -4.91 1.30
C: 1.88 2.62 4.17
N: 1.57 2.50 2.76
C: 0.42 1.97 2.26
C: 0.49 1.92 0.84
C: -0.40 1.27 -0.02
C: -0.60 1.56 -1.40
C: -0.41 2.86 -1.97
C: -0.51 3.05 -3.34
C: -0.81 1.97 -4.19
C: -1.09 0.71 -3.64
C: -1.02 0.52 -2.27
C: 1.78 2.52 0.49
C: 2.51 2.61 -0.68
C: 3.84 3.07 -0.63
C: 4.44 3.42 0.58
C: 3.73 3.32 1.79
C: 2.42 2.87 1.71
H: 2.91 2.95 4.27
H: 1.22 3.34 4.66
H: 1.75 1.65 4.67
H: -0.39 1.64 2.90
H: -0.94 0.41 0.39
H: -0.17 3.70 -1.31
H: -0.35 4.05 -3.76
H: -0.84 2.11 -5.27
H: -1.37 -0.13 -4.29
H: -1.22 -0.46 -1.81
H: 2.04 2.32 -1.62
H: 4.41 3.16 -1.56
H: 5.48 3.75 0.59
H: 4.18 3.56 2.75

Its charge is +1. As for the HOMO energy: -10.79 eV. As for the relative energy (zero: lowest compared OMol25 entry of this formula, charge and spin): 0.0334 eV. The calculation puts the total energy at -28737.0529 eV.

---

The following is a DFT calculation (the ωB97M-V functional and the def2-TZVPD basis) of C23H26N4PPtS2 as an isolated structure.

Cartesian coordinates (Å):
Pt: 0.14 -0.89 0.03
C: 0.55 -3.27 3.44
C: 1.67 -2.74 2.82
C: 1.71 -2.67 1.43
C: 0.60 -3.12 0.67
C: -0.55 -3.64 1.32
C: -0.56 -3.72 2.69
P: 0.59 -2.82 -1.09
C: -0.57 -3.77 -2.02
C: -1.49 -3.17 -2.87
C: -2.32 -3.97 -3.64
C: -2.21 -5.36 -3.56
C: -1.28 -5.95 -2.71
C: -0.44 -5.16 -1.94
C: 2.10 -2.18 -1.67
C: 3.26 -2.46 -2.39
C: 4.15 -1.42 -2.56
C: 3.89 -0.15 -2.03
C: 2.72 0.14 -1.32
C: 1.86 -0.92 -1.14
H: 0.53 -3.36 4.52
H: 2.52 -2.42 3.40
H: 2.61 -2.33 0.93
H: -1.38 -4.00 0.74
H: -1.41 -4.14 3.20
H: -1.56 -2.09 -2.95
H: -3.04 -3.53 -4.31
H: -2.85 -5.98 -4.16
H: -1.20 -7.03 -2.66
H: 0.28 -5.63 -1.28
H: 3.45 -3.44 -2.81
H: 5.07 -1.58 -3.10
H: 4.62 0.63 -2.18
H: 2.54 1.14 -0.94
C: -0.60 4.02 1.46
N: -0.55 2.57 1.31
C: -0.76 1.72 2.29
N: -1.08 2.15 3.50
S: -0.59 -0.02 2.14
H: -0.27 4.48 0.53
H: 0.08 4.35 2.25
H: -1.61 4.36 1.68
H: -0.34 2.18 0.40
H: -1.16 3.13 3.71
H: -1.21 1.50 4.25
S: -0.59 0.65 -1.54
C: -2.33 0.56 -1.43
N: -3.07 1.08 -2.39
C: -4.51 0.96 -2.11
C: -4.52 0.23 -0.75
N: -3.08 0.01 -0.49
H: -2.69 1.54 -3.20
H: -5.00 0.39 -2.89
H: -4.97 1.95 -2.06
H: -5.04 -0.73 -0.80
H: -4.95 0.83 0.05
H: -2.71 -0.34 0.38

Its charge is +3. As for the HOMO energy: -17.64 eV. As for the relative energy (zero: lowest compared OMol25 entry of this formula, charge and spin): 0.2385 eV. The calculation puts the total energy at -64414.8412 eV.

---

The following is a DFT calculation (the ωB97M-V functional and the def2-TZVPD basis) of C23H26N4PdS3 as an isolated structure.

Cartesian coordinates (Å):
Pd: 0.31 -1.14 -0.16
C: 3.15 0.67 -2.07
C: 2.67 0.61 -0.62
C: 2.14 1.93 -0.13
C: 3.00 3.02 -0.17
C: 2.57 4.30 0.13
C: 1.23 4.50 0.42
C: 0.34 3.45 0.50
C: -1.13 3.79 0.60
C: -1.73 3.87 -0.81
C: 0.81 2.13 0.31
N: -0.04 1.03 0.49
C: -0.84 0.93 1.50
C: -1.79 -0.12 1.56
C: -2.94 -0.27 2.36
C: -3.59 -1.41 1.90
C: -2.81 -1.92 0.85
N: -1.74 -1.15 0.64
H: 3.40 -0.33 -2.43
H: 4.04 1.29 -2.17
H: 2.37 1.08 -2.72
H: 3.49 0.26 0.02
H: 1.89 -0.17 -0.58
H: 4.04 2.86 -0.45
H: 3.26 5.13 0.10
H: 0.87 5.51 0.58
H: -1.23 4.77 1.09
H: -1.72 3.08 1.17
H: -1.15 4.56 -1.43
H: -2.77 4.21 -0.78
H: -1.71 2.89 -1.29
H: -0.79 1.64 2.32
H: -3.25 0.41 3.14
H: -4.52 -1.82 2.26
H: -2.99 -2.79 0.23
S: 1.05 -3.29 -1.29
C: 0.48 -2.38 -2.65
C: 0.70 -2.74 -3.99
C: 0.30 -1.88 -4.98
C: -0.33 -0.68 -4.65
C: -0.55 -0.41 -3.31
N: -0.16 -1.24 -2.35
H: 1.19 -3.68 -4.21
H: 0.49 -2.12 -6.02
H: -0.65 0.02 -5.41
H: -1.06 0.49 -2.98
S: 1.58 -1.28 2.14
C: 0.50 -2.37 2.81
N: 0.08 -3.49 2.25
C: -0.87 -4.33 2.96
C: -0.96 -3.81 4.40
S: -0.10 -2.20 4.43
H: 0.28 -3.66 1.27
H: -0.54 -5.37 2.93
H: -1.85 -4.26 2.48
H: -0.45 -4.46 5.10
H: -1.98 -3.65 4.71

As for the expectation value of S²: 2.008. As for the HOMO energy (alpha / beta): -7.41 / -7.37 eV. The spin multiplicity is 3. The calculation puts the total energy at -66218.9652 eV.